{
  "formula": "C39H62As3F9O2Sr",
  "method": "ωB97M-V/def2-TZVPD",
  "total_energy_ev": -253351.027,
  "homo_energy_ev": -7.0,
  "relative_energy_kcal_mol": 18.1,
  "fmax_ev_per_a": 2.98,
  "species": ["Sr", "C", "C", "C", "C", "C", "C", "C", "C", "C", "C", "C", "C", "H", "H", "H", "H", "H", "H", "H", "H", "H", "H", "H", "H", "H", "H", "H", "H", "H", "H", "C", "As", "C", "C", "C", "C", "C", "As", "C", "C", "C", "As", "C", "C", "H", "H", "H", "H", "H", "H", "H", "H", "H", "H", "H", "H", "H", "H", "H", "H", "H", "H", "H", "H", "H", "H", "H", "H", "H", "H", "H", "C", "C", "C", "C", "C", "C", "C", "C", "C", "C", "C", "C", "O", "H", "H", "H", "H", "H", "H", "H", "H", "H", "H", "H", "H", "H", "H", "H", "H", "H", "F", "C", "F", "F", "C", "O", "C", "F", "F", "F", "C", "F", "F", "F"],
  "coordinates": [[0.73056, -3.19028, -1.25605], [4.70520, -3.22210, 2.59629], [5.03988, -1.71262, 2.49301], [5.97400, -1.28542, 1.54492], [6.71395, -2.21308, 0.67270], [6.02751, 0.12440, 1.19344], [6.61169, 0.59677, -0.11596], [5.46870, 1.08308, 2.08817], [5.81017, 2.56897, 2.03957], [4.57452, 0.61278, 3.13766], [4.01691, 1.66293, 4.10311], [4.32773, -0.77046, 3.28850], [3.31343, -1.19906, 4.32802], [5.04260, -3.68186, 3.54522], [5.18629, -3.75344, 1.76330], [3.60587, -3.42792, 2.51925], [7.71558, -1.79581, 0.48912], [6.20414, -2.30431, -0.35980], [6.82952, -3.22044, 1.04809], [7.74665, 0.40914, -0.14300], [6.48330, 1.67810, -0.22554], [6.18855, 0.19875, -1.02784], [6.61145, 2.89034, 1.38719], [5.96662, 3.02235, 3.03402], [4.91279, 3.10695, 1.56012], [4.57560, 1.80271, 5.04794], [2.95755, 1.48221, 4.33613], [4.13470, 2.66590, 3.61215], [3.28666, -2.25427, 4.48717], [2.26233, -0.85358, 3.96391], [3.52759, -0.52814, 5.15496], [-2.37148, -0.43733, 2.64862], [-2.83043, 1.23648, 3.76475], [-4.14265, 0.38832, 5.09099], [-4.00137, 2.18559, 2.48157], [-3.82526, 3.70736, 2.26129], [-3.62799, 4.44914, 3.63250], [-2.64526, 3.92770, 1.26884], [-0.77637, 3.79902, 1.94878], [-0.01000, 3.12215, 0.18525], [-0.29632, 5.74006, 1.78655], [-5.13584, 4.28369, 1.59491], [-5.62082, 3.79607, -0.26358], [-6.32439, 5.58362, -0.70476], [-7.32916, 2.75563, 0.21684], [-3.27117, -0.74293, 2.10211], [-2.04991, -1.24015, 3.31723], [-1.55056, -0.12641, 1.94730], [-4.28929, 1.02047, 6.00041], [-3.70002, -0.58962, 5.40541], [-5.08161, 0.31394, 4.60248], [-4.94637, 2.06767, 2.90879], [-3.97160, 1.61721, 1.52467], [-2.65107, 4.23965, 4.08740], [-4.37238, 3.99791, 4.26510], [-3.80266, 5.51444, 3.54540], [-2.75180, 4.96602, 0.88448], [-2.69313, 3.27254, 0.34252], [-0.25442, 3.85482, -0.58435], [-0.43784, 2.14926, -0.01173], [1.04505, 3.12782, 0.43448], [0.20489, 6.02159, 0.88522], [0.25097, 6.00811, 2.69381], [-1.25639, 6.31619, 1.85330], [-5.00823, 5.40997, 1.53006], [-6.02262, 4.06144, 2.19255], [-5.61259, 6.33413, -0.43984], [-7.31260, 5.84602, -0.27600], [-6.42041, 5.52045, -1.78908], [-7.05193, 2.07851, 1.04429], [-7.63611, 2.16090, -0.64966], [-8.19065, 3.36205, 0.56124], [2.53196, -4.54034, -3.54563], [2.46941, -3.22431, -4.37161], [3.09755, -1.92863, -3.80114], [1.14729, -2.92337, -5.07812], [0.81613, -3.51508, -6.29930], [-0.26245, -3.03686, -6.96754], [-0.91415, -1.86876, -6.49412], [-0.51176, -1.18998, -5.33883], [-1.12014, 0.19590, -5.06128], [-0.13492, 1.31129, -4.58521], [-2.39069, 0.20316, -4.22677], [0.20326, -2.02132, -4.46206], [0.20979, -1.90916, -3.14061], [3.03409, -5.36982, -4.10924], [1.43095, -4.83230, -3.37545], [3.06389, -4.43361, -2.57611], [3.07072, -3.39523, -5.29787], [2.52565, -1.60340, -2.99129], [3.12264, -1.16540, -4.57643], [4.10294, -2.05601, -3.39983], [1.32883, -4.38968, -6.70324], [-0.55670, -3.38953, -7.94989], [-1.72844, -1.52288, -7.11218], [-1.42855, 0.46903, -6.09900], [0.46834, 1.06699, -3.75039], [-0.63401, 2.27416, -4.44892], [0.61516, 1.43466, -5.36304], [-2.20226, -0.44935, -3.37214], [-3.26248, -0.11524, -4.75761], [-2.54604, 1.19935, -3.83421], [-1.66831, -4.73172, -2.12870], [-2.53090, -4.64661, -1.02694], [-3.40954, -5.61329, -1.08540], [-3.18403, -3.41605, -1.21239], [-1.62507, -4.61930, 0.22267], [-0.95686, -3.44307, 0.13801], [-2.34346, -4.59732, 1.58387], [-3.31345, -3.59179, 1.56227], [-2.94455, -5.78281, 1.87598], [-1.54086, -4.22275, 2.58470], [-0.49648, -5.80871, 0.08179], [0.22356, -6.00053, 1.19540], [-1.03391, -6.92300, -0.42609], [0.49757, -5.46940, -0.87201]],
  "forces_ev_per_angstrom": [[0.612, 1.993, -1.632], [-0.172, 0.294, 0.038], [-0.499, -0.234, 0.432], [-1.558, 2.136, -0.517], [0.195, -0.182, -2.150], [-0.647, -0.285, 1.259], [2.278, 0.455, 0.565], [-0.240, -1.441, 0.795], [-1.995, 0.808, -0.911], [1.623, 0.197, -0.478], [0.039, 0.770, -0.789], [0.413, 0.307, -0.756], [-1.319, 2.096, -1.665], [-0.096, 0.238, -0.424], [-0.297, 0.037, 0.467], [0.817, 0.367, 0.088], [-0.236, -0.305, -0.098], [0.759, 0.124, 1.361], [0.097, -0.038, 0.177], [-1.508, 0.211, -0.171], [0.084, -0.203, 0.149], [-0.250, -0.663, 0.010], [0.471, -0.506, 0.056], [0.022, -0.399, -0.508], [1.014, -0.476, 0.875], [-0.134, -0.591, -0.294], [0.338, 0.190, -0.037], [-0.697, -0.985, 0.529], [0.108, -0.440, 0.602], [1.534, -0.733, 0.578], [-0.222, -0.765, 0.768], [-0.248, 1.373, 0.105], [0.949, -0.937, 0.562], [1.425, 0.495, 0.290], [0.840, -0.116, -0.725], [0.458, -0.124, -0.694], [0.175, -1.084, -1.123], [-0.309, 0.627, -0.790], [-0.024, -0.094, -0.832], [-0.494, 1.241, 1.465], [-1.580, -0.033, 1.166], [0.867, 0.951, 0.289], [-0.740, -0.591, 0.681], [-1.214, -0.810, -0.465], [0.431, 0.389, 0.071], [0.339, -0.063, -0.030], [0.060, 0.190, -0.154], [-0.805, -0.436, 0.638], [0.377, -0.350, -0.788], [-0.583, 0.747, -0.377], [-0.950, -0.575, -0.352], [-1.879, -0.421, 0.559], [-0.092, 0.483, 0.475], [-0.143, 0.110, -0.210], [-0.435, 0.157, 0.660], [0.038, 0.196, -0.014], [0.197, -0.463, 0.068], [-0.236, 0.548, 1.226], [0.106, -0.221, -0.103], [0.177, -0.226, -0.120], [0.257, -0.371, -0.545], [0.465, 0.043, -0.499], [0.274, 0.031, -0.351], [0.751, -0.476, -0.173], [-0.194, -1.216, 0.298], [0.127, 0.144, 0.258], [0.570, 0.448, 0.093], [0.577, -0.309, -0.084], [-0.116, 0.467, -0.027], [-0.046, 0.190, -0.432], [0.063, 0.095, 0.203], [0.613, -0.054, -0.249], [-1.314, -0.031, 0.116], [0.920, 0.052, -2.122], [0.615, -1.328, -0.523], [-0.924, -0.388, 0.916], [0.826, -0.250, 0.746], [-1.784, 1.516, -0.579], [1.126, -0.682, -0.725], [-1.626, -0.401, 0.068], [-0.033, 0.303, -1.050], [-0.167, -0.676, -1.607], [0.991, -0.296, 1.024], [1.942, 0.211, 0.738], [0.182, 0.121, -0.243], [-0.595, 0.730, 0.614], [1.596, -0.087, -0.061], [-0.141, -0.062, -0.339], [0.054, -0.233, 0.805], [-1.111, 1.030, 1.239], [-0.104, 0.029, 0.107], [0.238, -0.310, -0.285], [0.414, 0.400, 0.124], [-0.063, -0.357, 0.221], [-0.008, 0.582, -0.068], [0.247, 0.273, 0.651], [0.122, -0.424, 1.343], [-0.054, -0.231, 0.081], [0.038, 0.222, -0.339], [-0.369, -0.039, 0.121], [-0.493, -0.342, -0.345], [-0.294, 0.293, 0.044], [-0.938, -0.156, 0.998], [-0.284, 2.158, -1.303], [-0.197, -0.168, -0.170], [0.999, -2.486, 0.565], [2.213, 1.251, -0.247], [-0.168, -0.500, 0.612], [-1.759, 0.927, 0.587], [0.964, -1.824, -0.317], [0.485, 0.952, -0.037], [-0.002, -0.885, -0.470], [-0.953, 0.004, -0.260], [-0.954, -0.248, -0.651], [0.556, 0.118, 0.956], [-0.768, -0.695, 0.780]]
}

{
  "formula": "C35H50BrF3NO7PSSi",
  "method": "ωB97M-V/def2-TZVPD",
  "total_energy_ev": -159122.204,
  "homo_energy_ev": -8.5,
  "fmax_ev_per_a": 3.29,
  "species": ["C", "C", "C", "C", "C", "C", "O", "N", "C", "O", "C", "P", "O", "Br", "S", "O", "O", "F", "C", "C", "C", "C", "C", "C", "C", "C", "C", "F", "F", "C", "C", "Si", "C", "C", "C", "C", "C", "C", "C", "C", "H", "H", "H", "H", "H", "H", "H", "H", "H", "H", "H", "H", "H", "H", "H", "H", "H", "H", "H", "H", "H", "H", "H", "H", "H", "H", "H", "H", "H", "H", "H", "H", "H", "H", "C", "C", "C", "O", "C", "H", "H", "H", "H", "H", "H", "H", "H", "C", "C", "C", "O", "C", "H", "H", "H", "H", "H", "H", "H", "H"],
  "coordinates": [[-3.21517, 1.43229, -5.16687], [-2.10800, 1.66906, -4.38513], [-2.11598, 2.13632, -2.91954], [-3.05188, 3.35765, -2.88966], [-2.47235, 4.72114, -3.32399], [-1.59227, 4.77767, -4.57236], [-1.78367, 5.38943, -2.24006], [-0.67454, 2.49724, -2.74145], [0.09766, 1.54767, -2.08087], [1.22017, 1.68822, -1.66999], [-0.91130, 0.29922, -1.95855], [-0.38187, -0.97296, -3.31856], [-1.61010, -1.17519, -4.39827], [1.16646, 0.08964, -4.59113], [-0.15494, -0.58389, -0.50363], [1.04153, -1.17076, -1.00427], [0.08725, 0.27313, 0.60203], [-1.08374, -1.75330, -0.03179], [-2.28021, 0.97012, -1.84179], [-3.56465, 0.20028, -2.32917], [-4.00778, -0.98515, -1.46534], [-3.45653, -2.22719, -1.74083], [-3.84101, -3.33867, -1.03206], [-4.76446, -3.27686, -0.00704], [-5.32103, -2.04387, 0.26954], [-4.95490, -0.94001, -0.45957], [-2.68938, 1.53996, -0.44034], [-2.58474, 0.57827, 0.53390], [-4.02378, 1.84913, -0.42052], [-1.89795, 2.73888, 0.07148], [-2.54204, 3.45314, 1.30837], [-1.75454, 3.06470, 2.98452], [-1.64635, 1.23831, 3.41652], [-2.91202, 3.83667, 4.28460], [-0.01463, 3.79556, 3.19634], [0.38125, 4.10065, 4.49774], [1.64509, 4.60152, 4.74502], [2.49543, 4.78598, 3.67504], [2.13091, 4.52237, 2.37871], [0.85622, 4.02130, 2.14480], [-3.86674, 2.28382, -5.41223], [-3.51859, 0.45781, -5.55381], [-1.13639, 1.57514, -4.88495], [-3.97951, 3.22227, -3.45918], [-3.42210, 3.57334, -1.87674], [-3.34323, 5.36412, -3.52005], [-2.14247, 4.32907, -5.41209], [-1.40201, 5.81844, -4.86446], [-0.63456, 4.25069, -4.49983], [-0.87415, 5.51881, -2.53140], [-0.46984, 3.39508, -2.31618], [-1.77414, -2.11601, -4.53997], [-4.38214, 0.89513, -2.54719], [-3.39134, -0.26842, -3.29993], [-2.71818, -2.38947, -2.51980], [-3.42195, -4.31402, -1.27929], [-5.04030, -4.17224, 0.54201], [-6.05589, -1.99419, 1.06951], [-5.45269, -0.00495, -0.21531], [-1.72678, 3.52180, -0.66931], [-0.89459, 2.43240, 0.39575], [-3.62204, 3.29116, 1.40395], [-2.41286, 4.53721, 1.16424], [-1.11607, 0.64370, 2.66448], [-1.11664, 1.12685, 4.37328], [-2.63597, 0.77621, 3.54642], [-3.14385, 4.88284, 4.04339], [-3.87031, 3.30508, 4.16609], [-2.55111, 3.71230, 5.30831], [-0.32011, 3.92501, 5.30946], [1.91841, 4.83025, 5.77150], [3.49600, 5.17440, 3.86691], [2.80228, 4.68108, 1.53936], [0.58982, 3.81692, 1.10887], [3.28857, -3.39279, -0.22681], [4.57390, -3.79089, -0.93900], [4.45801, -5.30731, -0.96376], [3.06183, -5.61226, -1.02238], [2.30602, -4.42230, -0.75796], [2.97659, -2.37089, -0.42226], [3.41022, -3.51272, 0.85370], [4.57038, -3.39816, -1.95905], [5.47910, -3.44084, -0.44335], [4.86344, -5.75200, -0.04705], [4.96496, -5.75424, -1.82059], [1.85487, -4.08954, -1.69912], [1.50645, -4.64766, -0.05076], [6.21589, -5.16254, 2.96612], [6.02691, -6.66934, 3.07488], [7.32298, -7.09667, 3.74696], [7.73463, -6.00465, 4.57496], [6.95472, -4.84767, 4.25768], [5.28296, -4.60873, 2.86407], [6.84816, -4.92872, 2.10528], [5.17649, -6.89116, 3.72433], [5.86109, -7.16306, 2.11796], [8.11161, -7.27978, 3.00902], [7.20570, -7.99252, 4.35817], [6.25492, -4.67301, 5.08211], [7.60948, -3.97985, 4.16919]],
  "forces_ev_per_angstrom": [[-0.242, 1.078, 0.467], [-0.643, -0.905, -0.443], [1.738, 1.991, -1.691], [-0.248, 0.941, 1.447], [0.341, 0.604, -0.311], [-0.534, -0.159, -0.683], [0.125, -0.692, -0.065], [0.581, 0.443, 1.496], [-0.948, 0.445, -0.055], [-1.003, -0.267, -0.389], [1.071, -0.237, 0.777], [0.243, -1.514, -0.577], [-0.025, 0.862, 0.122], [-0.501, -0.065, 0.322], [2.122, 0.668, 0.818], [-0.407, -0.730, -0.774], [-1.223, 0.198, 0.218], [-0.176, 0.511, -0.511], [-2.836, -0.053, -1.666], [0.141, -1.590, -0.018], [0.280, 0.288, -0.432], [0.165, -0.178, -0.225], [0.170, -1.326, 0.174], [0.112, 0.004, -0.119], [-0.394, -0.760, 0.603], [-0.617, 1.190, 0.222], [1.119, 0.948, 0.977], [0.012, -0.373, -0.532], [0.144, 0.168, -0.616], [0.224, 0.929, 0.851], [0.336, -0.066, -0.023], [-0.195, -0.017, 0.757], [-0.112, -0.285, -0.089], [-0.199, -0.183, -0.829], [-1.142, -0.241, -0.239], [-0.097, -0.142, -0.065], [-0.555, -0.199, 0.336], [1.490, 0.705, 0.451], [-0.479, -0.281, -0.415], [0.411, 0.121, -0.457], [-1.070, -0.740, 1.479], [1.241, 0.433, -1.493], [0.041, -1.764, 1.014], [0.421, -0.500, -0.128], [0.047, -0.185, -0.234], [0.085, -0.265, 0.016], [0.202, 0.048, 0.140], [-0.029, -0.152, 0.247], [-0.213, 0.036, 0.193], [-0.052, 0.234, 0.130], [-0.083, 0.154, -0.439], [0.209, -0.001, 0.071], [0.230, 0.091, 0.506], [0.385, 0.333, 0.239], [-0.106, 0.299, 0.022], [0.060, 0.246, -0.025], [0.005, 0.169, -0.054], [0.058, 0.313, -0.179], [0.208, -0.046, -0.132], [-0.316, -0.377, -0.153], [-0.269, -0.467, -0.451], [0.175, -0.069, -0.186], [-0.102, -0.213, 0.039], [0.001, 0.188, 0.150], [-0.044, 0.089, -0.190], [0.131, 0.201, -0.074], [0.279, -0.096, 0.310], [0.223, 0.013, 0.261], [-0.159, 0.163, -0.114], [0.191, 0.098, 0.014], [0.237, 0.035, -0.237], [-0.164, -0.064, -0.024], [0.027, 0.027, 0.242], [-0.145, -0.053, 0.208], [0.083, 0.039, 0.219], [-0.007, 0.022, -0.157], [0.009, -0.124, 0.146], [0.050, 0.145, 0.032], [-0.039, -0.002, -0.208], [-0.014, -0.029, -0.010], [-0.015, -0.004, -0.011], [0.020, 0.000, 0.016], [-0.012, -0.028, 0.015], [0.100, 0.031, -0.022], [-0.072, -0.068, 0.004], [-0.049, 0.086, 0.051], [0.014, -0.090, -0.021], [0.088, 0.058, -0.180], [-0.154, -0.054, 0.105], [0.181, 0.021, -0.072], [-0.118, 0.007, -0.121], [-0.074, -0.031, 0.189], [0.008, -0.005, 0.021], [-0.020, 0.024, 0.010], [0.008, -0.019, -0.021], [0.024, 0.006, 0.006], [-0.046, -0.074, -0.033], [0.050, 0.044, 0.057], [-0.030, 0.082, -0.042], [0.059, -0.051, 0.044]]
}

{
  "formula": "C2HCl2O5PS",
  "method": "ωB97M-V/def2-TZVPD",
  "total_energy_ev": -57498.106,
  "homo_energy_ev": -0.3,
  "fmax_ev_per_a": 2.98,
  "total_charge": -2,
  "species": ["C", "C", "O", "O", "O", "O", "O", "P", "S", "Cl", "Cl", "H"],
  "coordinates": [[1.08443, -0.41679, -0.44105], [1.92356, -0.96682, -1.32246], [0.25353, -1.08881, 0.46305], [0.08986, 0.71541, -2.67452], [1.16610, 0.87581, -0.24656], [0.55906, 2.93889, -1.63298], [-1.22473, 1.48093, -0.55274], [0.04241, 1.56574, -1.48406], [-2.12605, -0.09511, -0.95836], [2.28273, -2.72832, -1.22933], [2.92051, 0.00187, -2.41564], [-0.65437, -1.02592, 0.13001]],
  "forces_ev_per_angstrom": [[0.204, -0.850, 2.194], [0.852, -1.385, -0.033], [2.887, -0.335, -0.652], [-0.400, -0.807, -0.618], [-1.140, 0.767, -1.664], [-0.097, 1.215, 0.536], [-1.540, -1.448, -0.763], [1.489, 1.514, 0.461], [-0.486, 1.009, 0.786], [-0.268, 0.977, -0.486], [-0.282, -1.044, 0.873], [-1.219, 0.386, -0.633]]
}

The records above yield gap between HOMO and LUMO values of 6.1779 7.8623 5.6172 eV, respectively.